No. 1
The following is a quantum chemistry calculation of an isolated molecule of C4H9NO2 at a distorted geometry, from the OMol25 dataset.

HOMO-LUMO gap   9.777 eV
SMILES   CN[C@H](C)C(=O)O
Relative energy (zero: lowest compared OMol25 entry of this formula, charge and spin)   96.35 kJ/mol

The geometry in ORCA input format:
```
! wB97M-V def2-TZVPD RIJCOSX def2/J DEFGRID3
* xyz 0 1
C 1.17213 -0.74405 1.42523
N 0.12569 0.27604 1.33638
C -1.07795 -1.01683 -0.48641
C -0.64607 0.33906 0.07690
C 0.11341 1.09639 -1.00744
O -0.69146 1.82372 -1.80089
O 1.30391 1.05555 -1.16074
H 1.39056 -0.91031 2.48074
H 2.08591 -0.52258 0.85973
H 0.81944 -1.69204 1.00615
H 0.59848 1.16865 1.40462
H -1.13261 -1.77621 0.28389
H -2.05339 -0.90200 -0.95565
H -0.36046 -1.33346 -1.24700
H -1.49845 0.98995 0.31991
H -0.14916 2.14813 -2.53540
*
```

No. 2
The following is a quantum chemistry calculation of a structure of composition C4H9NO2 at a distorted geometry, from the OMol25 dataset.

HOMO-LUMO gap   8.709 eV
Relative energy (zero: lowest compared OMol25 entry of this formula, charge and spin)   453.48 kJ/mol

The geometry in ORCA input format:
```
! wB97M-V def2-TZVPD RIJCOSX def2/J DEFGRID3
* xyz 0 1
C -0.15620 0.10538 -0.53968
C 1.82424 0.25479 0.99734
C 0.03951 -0.31543 0.80457
C -2.07678 -0.22387 -0.46537
O 0.43773 -0.65709 -1.51305
O 2.63802 0.39392 -0.13509
N -2.74152 0.83614 -0.21837
H 0.35194 -0.19406 -2.36024
H 2.59819 -0.44175 -0.62635
H -0.16636 1.17681 -0.73279
H -3.76011 0.69727 -0.27855
H 2.20986 -0.51546 1.67057
H 1.79328 1.21002 1.52085
H -0.49244 0.26378 1.55292
H 0.06048 -1.38815 0.97989
H -2.55984 -1.20229 -0.65664
*
```